1.
8
Properties=species:S:1:pos:R:3:forces:R:3 method="wB97M-V/def2-TZVPD" e_homo_ev=-4.90 de_lowest_kj_mol=57.87 total_charge=-1 gap_ha=0.3371
O 0.6908 0.7134 -1.1532 1.147 -2.327 2.899
O 2.1454 0.2144 0.8541 -1.058 -0.408 -0.516
O 1.5025 -1.6056 -0.7045 -0.590 1.380 1.150
O -0.2489 -0.5712 0.7713 0.651 0.460 -1.177
P -1.1635 0.7675 0.3578 -2.240 0.551 -0.347
S 1.1634 -0.3133 -0.0863 0.957 0.466 -3.054
H -2.4078 0.2380 0.9951 0.826 0.092 -0.415
H -1.6819 0.5568 -1.0343 0.307 -0.214 1.460

2.
87
Properties=species:S:1:pos:R:3:forces:R:3 method="wB97M-V/def2-TZVPD" e_homo_ev=-12.66 de_lowest_kj_mol=270.27 total_charge=+1 gap_ha=0.3671
C 0.8110 3.2503 -3.2295 1.743 -2.236 -0.791
C 1.4660 2.3823 -2.2055 1.688 -0.321 2.009
C 0.4020 1.5943 -1.4995 -1.666 -0.716 0.664
C 0.9930 0.3373 -0.8845 3.094 2.624 -0.430
N 0.1890 -0.5077 -0.0345 -0.251 -1.342 -1.332
C -0.0510 0.1313 1.2785 0.660 0.226 2.084
C -0.3630 -1.0497 2.3165 0.896 -0.431 -0.858
C 0.4430 -2.1777 1.7075 -0.517 -5.200 -0.941
C 0.9720 -1.7547 0.2905 -0.654 -1.256 -0.027
C -1.0610 -0.9507 -0.8085 -2.886 -1.004 4.205
C -0.8770 -1.6067 -2.1995 -3.533 9.385 0.322
C -2.2050 -1.9917 -2.8605 1.817 9.287 -0.489
H 0.2590 2.6213 -3.9065 -0.561 -0.242 -0.203
H 1.5240 3.7063 -3.8475 0.941 1.255 -0.673
H 0.1940 3.8813 -2.7305 -1.948 2.279 1.038
H 2.0250 2.8523 -1.3515 -0.549 0.629 -0.943
H 2.3030 1.7443 -2.5545 -0.781 -0.143 -0.569
H -0.4130 1.4003 -2.2695 0.666 -0.182 1.252
H -0.0160 2.0533 -0.6205 -0.638 1.444 -0.152
H 2.0850 0.6293 -0.4775 -2.595 -0.864 -0.236
H 1.1480 -0.0677 -1.8095 1.110 -2.791 -1.759
H -0.8020 0.8913 1.4085 -0.739 0.197 -1.104
H 0.9410 0.7173 1.3375 -1.251 -1.182 1.156
H -1.3740 -1.4917 2.5005 0.257 1.447 -1.095
H -0.0590 -0.9107 3.3345 0.620 0.910 0.383
H -0.2900 -3.1797 1.6675 1.869 2.532 -0.294
H 1.3180 -2.6667 2.2395 -0.955 1.102 -0.208
H 0.9660 -2.4787 -0.6325 -0.298 1.304 2.071
H 1.9880 -1.4647 0.4445 0.743 0.398 -0.167
H -1.6850 0.0423 -0.7255 0.709 -2.165 -0.955
H -1.5750 -1.7197 0.0975 1.120 2.099 -2.959
H -0.4550 -2.4167 -2.3415 5.781 -7.351 -0.058
H -0.4140 -0.6987 -2.7415 -0.450 -2.089 -0.041
H -2.5730 -0.8497 -3.0345 -0.661 -3.134 0.171
H -2.6990 -2.5457 -2.2505 -3.836 -2.981 4.255
H -2.1980 -2.4967 -3.7265 0.949 -1.415 -3.422
O -2.0360 3.7013 1.5465 -2.911 -1.124 4.037
H -1.8760 3.7003 2.5565 0.213 0.273 -2.995
H -1.3350 3.9383 1.0095 2.732 0.620 -0.959
O 4.6160 1.3963 -0.5415 -0.247 -1.256 1.128
H 4.8570 0.4553 -0.4095 -0.100 0.912 -0.054
H 4.8930 1.5803 -1.4205 0.457 0.286 -1.277
O 4.2830 -2.4497 2.8735 0.716 -1.592 -0.836
H 3.8800 -1.7777 3.3675 -0.730 1.710 1.072
H 4.3820 -2.1357 1.9745 -0.004 0.030 -0.184
O 1.6250 6.6783 -1.3315 -1.914 -1.525 -2.888
H 1.5490 6.5623 -2.3605 0.534 0.597 2.842
H 0.8370 6.0953 -1.0595 1.874 1.155 -0.292
O -4.0750 1.7243 -0.5505 0.957 0.498 -1.289
H -5.0020 1.6493 -0.4975 -1.965 0.281 -0.389
H -3.8480 1.1993 0.1885 1.114 -0.668 1.750
O 0.2790 -5.0497 4.0115 -1.593 4.211 1.590
H 1.1500 -4.5977 4.2515 -0.906 -1.185 -0.565
H -0.4110 -4.2717 4.3195 2.424 -3.193 -1.135
O 3.0320 -4.6287 4.1245 2.037 0.568 -2.557
H 3.4310 -5.5367 3.8185 -0.996 3.017 0.658
H 3.4070 -3.8097 3.4835 -0.902 -3.595 2.012
O 3.1780 3.2883 1.0215 -1.039 1.647 -0.873
H 2.5430 4.0713 0.9115 1.669 -1.640 0.044
H 3.7910 3.3253 0.2475 -0.759 -0.046 0.961
O -3.8220 -2.1407 1.4955 -0.974 0.590 -4.935
H -4.1830 -2.0667 2.3395 -1.530 -0.126 2.222
H -4.5260 -1.7897 0.7865 2.080 -1.426 2.622
O 0.0530 5.0073 0.0325 -7.947 -0.054 -7.378
H 0.3500 5.2433 0.7885 3.982 2.439 8.365
H -0.8820 5.6043 0.0895 3.474 -2.423 -0.687
O 0.6820 0.2553 5.4235 -2.228 2.851 1.700
H 0.8730 1.1933 5.7435 -0.264 -1.989 -0.608
H 1.4540 -0.0347 5.0225 2.369 -0.779 -1.082
O -1.4310 -3.9257 -6.0885 0.642 -1.983 1.028
H -2.3460 -3.8877 -6.2835 -1.620 0.826 -0.724
H -1.4410 -4.8477 -5.7225 0.781 1.076 -0.337
O -2.6600 0.0363 4.5595 1.532 -6.471 -0.048
H -1.8010 0.2883 4.7745 2.640 0.507 0.730
H -3.1290 0.7593 4.4985 -4.125 6.210 0.201
O -2.6190 4.3343 -4.4375 4.768 -4.680 -0.650
H -3.2040 4.9323 -4.6495 -4.905 5.014 -2.341
H -2.6570 4.3373 -3.5245 0.136 -0.366 3.019
O -3.4070 0.4363 2.0345 0.993 -0.787 3.369
H -3.6800 -0.4707 1.8355 0.241 0.297 -0.613
H -3.0540 0.1843 3.0415 -0.729 1.029 -3.592
O 0.7110 -2.1527 -5.5875 1.195 -2.769 1.456
H 1.3950 -2.8707 -5.1745 -2.906 2.485 -1.713
H -0.1710 -2.6177 -5.7495 1.879 0.356 0.359
O 2.0960 -5.0567 1.0755 -1.125 -3.466 1.002
H 2.1560 -6.0247 1.5715 -0.496 3.898 -1.952
H 1.1720 -5.0407 0.6865 1.581 -0.314 0.879

3.
18
Properties=species:S:1:pos:R:3:forces:R:3 method="wB97M-V/def2-TZVPD" e_homo_ev="-9.21 / -7.54" de_lowest_kj_mol=525.57 gap_ha="0.3608 / 0.2486"
C -1.5935 0.3490 1.4299 1.429 -1.160 -0.014
C -0.4072 0.8649 -1.4958 -0.223 -0.279 -0.797
C 0.4558 -1.5416 0.2590 -0.334 0.103 0.467
N 3.5391 -0.5174 -0.1075 -2.003 -1.180 1.105
N 3.2601 0.5182 -0.4962 0.527 1.094 -0.560
N 1.2747 1.3181 0.6815 1.705 -0.264 2.039
Si -0.0115 0.3737 0.2169 -1.887 -3.061 1.355
H -1.7963 1.1976 2.0620 -0.229 0.567 -0.205
H -2.4518 0.0069 0.8636 -0.381 0.479 -0.356
H -1.4849 -0.4976 2.1489 0.442 0.487 -0.403
H 0.2369 1.7177 -1.7188 -0.156 -0.053 -0.246
H -0.1675 0.0383 -2.1908 -0.356 0.496 0.104
H -1.4490 1.1719 -1.5529 -0.101 -0.058 -0.452
H 0.8513 -2.0000 1.2156 -0.487 0.938 -0.761
H -0.5330 -2.0907 0.0719 1.524 0.548 -0.277
H 1.2702 -1.7117 -0.4820 -0.984 -0.278 0.108
H 4.2472 -1.2114 0.0704 1.292 0.218 -0.446
H 1.3671 2.1950 0.2476 0.221 1.403 -0.662

Number 1: E -1041.76257 Eh. Number 2: E -1787.13148 Eh. Number 3: E -574.52602 Eh.